49
Properties=species:S:1:pos:R:3 method="wB97M-V/def2-TZVPD" smiles="COc1cc(C(=O)NCCc2ccc(S(N)(=O)=O)cc2)cc(OC)c1OC" relative_energy_ev=2.805 gap_ev=8.35
H 0.79332 2.10660 1.85560
H 2.11611 0.73285 -1.86319
H 1.11178 2.42967 0.12710
C -1.58163 -0.83691 0.16036
H 6.30023 2.22909 -0.21654
H -5.66810 -1.26185 0.07832
H 0.14405 -4.46570 0.86100
C -0.98663 -2.19932 0.11675
C -3.58386 0.49757 -0.11061
C 1.98546 -1.31184 -1.18724
O -0.85699 2.72147 0.74495
H 5.67558 2.22249 -1.75817
C 3.47392 -1.89426 0.60715
H 1.20146 -1.58607 -1.87697
O -4.92694 0.62858 -0.35762
H -5.40001 2.87312 0.24459
H -6.67140 -0.16727 -0.90470
H 2.55588 -4.39172 -0.04552
C -4.55213 3.28973 -0.30295
C 0.52782 2.73545 0.99992
C -0.84332 0.30564 0.45969
O -3.32046 2.92763 0.27855
C 3.97112 -0.60353 0.61777
H -4.58087 4.37790 -0.24600
H 0.76997 3.76999 1.23391
C 2.48486 -0.02076 -1.18557
H 4.72972 -0.29149 1.31703
C 0.81789 -3.61341 0.97613
H -5.26143 -0.97328 -1.63728
N 0.01486 -2.41440 1.01000
O -1.39198 -3.07643 -0.62339
H 1.34687 -3.69379 1.92707
H -4.61160 2.97942 -1.34866
C -2.93137 -0.72862 -0.13784
C -5.65599 -0.51780 -0.72413
H 0.22010 0.24508 0.63127
C -2.85150 1.65457 0.19373
S 4.05501 1.99365 -0.20513
H 0.36612 -1.63141 1.53519
C -1.46937 1.54098 0.47114
C 1.81859 -3.60403 -0.20188
C 2.46860 -2.25619 -0.28653
H 1.26816 -3.80749 -1.11983
O 3.27540 2.80730 -1.09440
C 3.46315 0.31984 -0.27447
H -3.45808 -1.63686 -0.37826
H 3.85619 -2.62571 1.30399
O 4.18281 2.38881 1.16772
N 5.60862 1.83273 -0.83206